one:
Entry from the OMol25 dataset: a molecular structure, C21H23IN5O2S4SbW (wB97M-V/def2-TZVPD).

Values from the calculation:
* gap between HOMO and LUMO (spin up / spin down): 4.701 / 5.680 eV
* HOMO level (spin up / spin down): -0.511 / -1.696 eV
* 2S+1: 3
* net charge: -2
* expectation value of S²: 2.03

CARTESIAN COORDINATES (ANGSTROEM)
W  -0.12  0.58  -0.11
I  -1.58  2.74  1.17
Sb  -2.84  -2.56  3.46
S  -3.05  -0.67  0.46
S  -1.48  -0.46  1.82
S  -1.40  -4.32  3.46
S  -2.75  -1.45  5.44
O  -2.84  0.79  -1.64
O  -1.12  -0.70  -1.27
N  1.91  0.52  -1.35
N  0.98  -1.52  -0.06
N  -0.09  1.27  -2.95
N  -2.11  0.18  -0.80
N  1.02  0.78  1.63
C  2.97  0.98  4.10
C  1.93  -1.80  -1.01
C  0.57  1.43  4.78
C  -0.65  3.96  -3.16
C  3.61  -0.75  -2.53
C  -0.44  3.21  -4.30
C  -0.59  3.34  -1.92
C  1.46  1.90  0.82
C  -0.16  1.86  -4.13
C  1.46  -0.91  4.85
C  0.78  -3.89  0.36
C  0.46  -2.58  0.60
C  1.04  0.27  2.74
C  3.53  1.64  -2.73
C  2.30  -3.14  -1.31
C  2.45  1.63  -1.89
C  4.12  0.39  -3.07
C  2.49  -0.69  -1.66
C  -0.30  1.98  -1.83
C  1.73  -4.18  -0.64
C  1.54  0.43  4.12
H  1.23  2.82  1.34
H  0.81  1.49  5.85
H  -0.25  -2.37  1.38
H  0.45  -1.33  4.80
H  3.02  1.94  3.58
H  0.02  1.22  -5.00
H  1.98  2.56  -1.61
H  0.65  2.42  4.33
H  -0.88  5.02  -3.23
H  2.14  -1.64  4.41
H  4.99  0.34  -3.71
H  -0.48  3.65  -5.29
H  3.32  1.11  5.12
H  4.07  -1.70  -2.74
H  2.50  1.77  0.57
H  2.00  -5.20  -0.88
H  3.89  2.58  -3.12
H  1.73  -0.77  5.90
H  3.64  0.28  3.59
H  3.04  -3.32  -2.08
H  -0.77  3.92  -1.02
H  -0.47  1.09  4.68
H  0.29  -4.65  0.96

two:
Entry from the OMol25 dataset: a molecular structure, C21H23IN5O2S4SbW (wB97M-V/def2-TZVPD).

Values from the calculation:
* gap between HOMO and LUMO (spin up / spin down): 4.015 / 5.842 eV
* HOMO level (spin up / spin down): -0.218 / -2.054 eV
* 2S+1: 3
* net charge: -2
* expectation value of S²: 2.03

CARTESIAN COORDINATES (ANGSTROEM)
W  -0.23  -0.12  -0.03
I  -0.50  -3.27  2.22
Sb  -0.87  3.67  -1.63
S  0.70  1.89  -1.53
S  -2.10  3.96  0.39
S  0.18  5.64  -1.08
S  -2.05  3.65  -3.57
O  -1.99  0.29  -1.01
O  -1.99  -1.01  0.69
N  -0.78  0.37  2.76
N  2.73  -1.20  -0.84
N  -0.06  -0.91  -1.99
N  1.68  0.77  0.91
N  -2.15  0.31  0.34
C  -3.65  1.63  4.20
C  0.71  -1.68  1.34
C  -0.72  -3.29  -2.97
C  3.21  -2.12  -1.66
C  -0.12  -0.98  -3.30
C  -3.13  0.22  3.92
C  -1.80  0.32  3.28
C  3.96  1.21  1.62
C  3.05  0.52  0.77
C  -0.36  -1.86  -1.15
C  -4.06  -0.50  2.93
C  4.99  -0.49  -0.44
C  -0.44  -2.22  -3.83
C  -0.70  -3.12  -1.59
C  4.56  -2.33  -1.92
C  2.20  2.59  2.43
C  3.59  -0.40  -0.17
C  5.46  -1.45  -1.29
C  -2.99  -0.58  5.21
C  3.56  2.21  2.45
C  1.35  1.84  1.67
H  -0.50  -2.35  -4.91
H  -0.98  -4.25  -3.39
H  -2.59  -1.58  5.00
H  -2.99  2.15  4.91
H  1.47  -2.25  0.82
H  2.47  -2.74  -2.16
H  1.82  3.44  2.97
H  6.52  -1.51  -1.50
H  4.28  2.72  3.09
H  -0.95  -3.92  -0.90
H  0.31  2.13  1.63
H  -3.66  -1.48  2.67
H  5.00  0.91  1.61
H  5.68  0.21  0.00
H  -3.69  2.22  3.28
H  -4.15  0.07  2.00
H  -4.65  1.57  4.63
H  4.88  -3.10  -2.60
H  -2.32  -0.08  5.92
H  -3.97  -0.69  5.68
H  0.09  -0.08  -3.86
H  -5.04  -0.60  3.39
H  1.14  -1.23  2.22

The least stable of them is one.

one:
Entry from the OMol25 dataset: 2 unconnected molecules or ions with the total composition C3H4NOS (wB97M-V/def2-TZVPD).

Values from the calculation:
* gap between HOMO and LUMO: 7.615 eV
* HOMO level: -12.981 eV
* net charge: +1

CARTESIAN COORDINATES (ANGSTROEM)
S  -0.98  1.14  -0.97
O  -0.18  -1.50  1.47
N  -1.22  2.48  -0.30
C  -2.47  -0.96  0.81
C  -1.26  -1.39  1.22
C  -1.58  3.29  0.48
H  -2.10  4.29  0.72
H  -2.42  -0.30  -0.27
H  -2.38  -0.47  1.80
H  -3.40  -1.61  0.69

two:
Entry from the OMol25 dataset: a gas-phase ion, C3H4NOS (charge +1) (wB97M-V/def2-TZVPD).

Values from the calculation:
* gap between HOMO and LUMO: 9.151 eV
* HOMO level: -14.690 eV
* SMILES: C#[N+]SCC=O
* net charge: +1

CARTESIAN COORDINATES (ANGSTROEM)
S  0.89  1.08  -1.02
O  2.52  -0.76  -1.08
N  -0.45  1.90  -0.64
C  0.44  -0.54  -0.16
C  1.83  -1.17  -0.19
C  -1.39  2.63  -0.67
H  -0.15  -1.12  -1.04
H  -1.85  3.52  -0.22
H  2.05  -2.13  0.51
H  -0.01  -0.42  0.79

The least stable of them is one.

one:
Entry from the OMol25 dataset: 2 unconnected molecules or ions with the total composition CH3N3O3 (wB97M-V/def2-TZVPD).

Values from the calculation:
* gap between HOMO and LUMO: 11.174 eV
* HOMO level: -10.501 eV
* SMILES: N#[N+][O-].NOC=O

CARTESIAN COORDINATES (ANGSTROEM)
O  2.55  -1.63  1.31
O  1.76  0.21  0.37
O  -1.81  -0.25  -0.17
N  0.54  0.71  -0.32
N  -3.81  0.80  -0.45
N  -2.84  0.28  -0.35
C  1.72  -1.15  0.65
H  0.30  1.71  0.03
H  0.79  -1.52  0.17
H  0.81  0.85  -1.24

two:
Entry from the OMol25 dataset: 2 unconnected molecules or ions with the total composition CH3N3O3 (wB97M-V/def2-TZVPD).

Values from the calculation:
* gap between HOMO and LUMO: 10.751 eV
* HOMO level: -10.246 eV
* SMILES: [O-][N+]1=NN1.O=CO

CARTESIAN COORDINATES (ANGSTROEM)
O  1.80  -1.11  -0.18
O  0.67  0.82  -0.01
O  -0.90  -1.33  0.36
N  -1.96  0.31  -0.86
N  -2.01  0.80  0.58
N  -1.49  -0.38  0.04
C  1.65  0.19  -0.21
H  2.51  0.75  -0.43
H  1.01  -1.49  0.12
H  -1.28  1.44  0.59

The least stable of them is two.

one:
Entry from the OMol25 dataset: 2 unconnected molecules or ions with the total composition C2H4NO2 (wB97M-V/def2-TZVPD).

Values from the calculation:
* gap between HOMO and LUMO (spin up / spin down): 9.166 / 9.166 eV
* HOMO level (spin up / spin down): -15.776 / -15.774 eV
* net charge: +1

CARTESIAN COORDINATES (ANGSTROEM)
O  1.32  1.04  0.14
O  3.28  1.56  1.16
N  -0.89  -0.51  -0.03
C  2.33  1.36  0.60
C  -1.29  -1.57  -0.87
H  -1.98  -1.28  -1.71
H  -0.91  0.42  -0.42
H  -0.11  -0.59  0.61
H  -1.74  -0.43  0.52

two:
Entry from the OMol25 dataset: a molecular structure, C2H4NO2 (wB97M-V/def2-TZVPD).

Values from the calculation:
* gap between HOMO and LUMO: 10.314 eV
* HOMO level: -16.339 eV
* net charge: +1

CARTESIAN COORDINATES (ANGSTROEM)
O  0.69  -0.50  -0.24
O  -0.05  -2.43  3.06
N  -0.57  -1.66  2.39
C  1.14  0.42  -0.95
C  -1.00  -0.87  1.63
H  -1.91  -0.44  1.53
H  -0.24  -0.44  0.66
H  1.99  0.18  -1.65
H  1.06  1.44  -0.80

The least stable of them is two.